1.
Formula: C4H12
Source: the Open Molecules 2025 dataset
Level of theory: the ωB97M-V functional and the def2-TZVPD basis

Each line ends with the natural charge from an NBO analysis.
Cartesian coordinates (Å):
C  -0.09034  1.60591  1.59818  -0.61
C  -1.01549  0.72360  2.43491  -0.61
H  -0.46613  1.60105  0.57375  0.20
H  -0.04236  2.65170  1.90096  0.20
H  0.92699  1.21056  1.55869  0.20
H  -0.60937  0.47202  3.41606  0.20
H  -1.21437  -0.19594  1.88926  0.20
H  -1.99071  1.18626  2.56083  0.20
C  0.33788  -0.85501  -1.33103  -0.60
C  0.76237  -1.48583  -2.66552  -0.61
H  -0.22203  -1.55433  -0.70346  0.20
H  1.21169  -0.55637  -0.75604  0.20
H  -0.28787  0.03217  -1.49313  0.20
H  -0.04705  -1.54118  -3.38631  0.20
H  1.21995  -2.45095  -2.48420  0.20
H  1.52682  -0.84368  -3.11296  0.20

frontier orbital gap	12.9	eV
relative energy (zero: lowest compared OMol25 entry of this formula, charge and spin)	7.2	kJ/mol
SMILES	CC.CC
DFT total energy	-159.58223	Ha
2S+1	1
HOMO level	-11.77	eV

2.
Formula: CH2FOPS
Source: the Open Molecules 2025 dataset
Level of theory: the ωB97M-V functional and the def2-TZVPD basis

Each line ends with the natural charge from an NBO analysis.
Cartesian coordinates (Å):
O  -1.41286  -1.82456  0.49383  -0.97
P  -0.76041  -1.15391  -0.58208  1.37
C  0.67329  -0.02676  -0.03965  -1.03
S  0.24755  1.72734  -0.29217  0.61
F  -1.22046  1.66657  0.51095  -0.49
H  1.29660  -0.17939  -1.02075  0.26
H  1.17630  -0.20928  0.92987  0.26

frontier orbital gap	8.6	eV
relative energy (zero: lowest compared OMol25 entry of this formula, charge and spin)	149.9	kJ/mol
SMILES	O=PCSF
DFT total energy	-953.90056	Ha
2S+1	1
HOMO level	-9.42	eV

3.
Formula: C45H38N5ORhSSb
Source: the Open Molecules 2025 dataset
Level of theory: the ωB97M-V functional and the def2-TZVPD basis

Each line ends with the natural charge from an NBO analysis.
Cartesian coordinates (Å):
Rh  0.74486  -0.09796  -0.15394  0.83
C  0.61542  -0.04433  1.96818  -0.53
C  0.56262  1.33648  2.50644  -0.07
C  1.70715  2.10744  2.72916  -0.17
C  1.62624  3.38659  3.25247  -0.21
C  0.39009  3.93439  3.56974  -0.23
C  -0.75700  3.18281  3.36648  -0.21
C  -0.66991  1.90048  2.85133  -0.22
H  -0.25630  -0.60308  2.29552  0.22
H  1.51813  -0.58379  2.25118  0.20
H  2.68027  1.69800  2.48488  0.20
H  2.53142  3.95294  3.42402  0.21
H  0.32498  4.93305  3.98199  0.22
H  -1.72419  3.59974  3.61966  0.22
H  -1.56962  1.30848  2.72114  0.20
N  0.16813  -1.31575  -6.39670  -0.77
C  0.29144  -1.05244  -5.07559  0.24
C  0.22493  0.25554  -4.57288  -0.31
C  0.38246  0.47282  -3.22536  0.08
N  0.60393  -0.50706  -2.34128  -0.52
C  0.66583  -1.75658  -2.81288  0.08
C  0.51324  -2.07496  -4.13977  -0.32
H  -0.07041  -0.58734  -7.04405  0.40
H  0.14982  -2.26138  -6.73039  0.40
H  0.04152  1.09031  -5.23670  0.23
H  0.33140  1.47684  -2.82466  0.21
H  0.83033  -2.53642  -2.08006  0.22
H  0.55896  -3.10874  -4.45846  0.22
N  -5.39208  -7.93648  0.21294  -0.28
C  -4.71209  -7.01076  0.17581  0.26
C  -3.86126  -5.86240  0.11961  -0.17
C  -2.69687  -5.90047  -0.64777  -0.14
C  -1.87091  -4.79634  -0.70251  -0.21
C  -2.18470  -3.63930  0.01875  -0.04
C  -3.36056  -3.60612  0.77576  -0.21
C  -4.19299  -4.70590  0.82511  -0.14
C  -1.30434  -2.51803  -0.00367  -0.01
C  -0.55704  -1.55586  -0.00030  -0.35
H  -2.45051  -6.80053  -1.19433  0.23
H  -0.96783  -4.81855  -1.29713  0.22
H  -3.60892  -2.70848  1.32503  0.22
H  -5.09907  -4.68244  1.41498  0.23
S  2.78111  0.76687  -0.28592  -0.35
Sb  5.53419  0.24404  -0.25917  1.49
C  5.34035  2.13079  0.81638  -0.34
C  5.73939  2.16401  2.14388  -0.24
C  5.64065  3.35729  2.84813  -0.20
C  5.17058  4.49910  2.21602  -0.19
C  4.79373  4.45697  0.87988  -0.21
C  4.88302  3.26929  0.16938  -0.18
C  4.86496  -1.52291  0.79586  -0.35
C  5.16951  -2.76080  0.24551  -0.24
C  4.82125  -3.91442  0.93439  -0.20
C  4.19170  -3.82318  2.16760  -0.18
C  3.90593  -2.58108  2.71786  -0.21
C  4.25380  -1.42417  2.03588  -0.18
C  5.11446  0.16269  -2.38830  -0.34
C  4.35416  -0.87566  -2.90330  -0.18
C  4.24446  -1.00733  -4.28010  -0.22
C  4.86361  -0.09540  -5.12387  -0.18
C  5.61287  0.94572  -4.59757  -0.20
C  5.75834  1.06544  -3.22310  -0.24
H  6.13005  1.27758  2.63104  0.22
H  5.93812  3.39178  3.88806  0.23
H  5.10630  5.43016  2.76373  0.23
H  4.43302  5.35010  0.38673  0.23
H  4.58925  3.23261  -0.87305  0.22
H  5.67205  -2.83091  -0.71287  0.22
H  5.05724  -4.88270  0.51322  0.23
H  3.93775  -4.72366  2.71081  0.23
H  3.42040  -2.50833  3.68233  0.23
H  4.04120  -0.45617  2.47239  0.21
H  3.85251  -1.57458  -2.24277  0.22
H  3.68578  -1.83398  -4.69281  0.22
H  4.77262  -0.20749  -6.19639  0.23
H  6.11028  1.64716  -5.25422  0.23
H  6.37151  1.85822  -2.81018  0.22
N  -4.73052  1.04528  0.35342  -0.81
C  -4.38197  2.24754  -0.17637  0.65
O  -5.18223  3.03536  -0.63123  -0.58
C  -2.90763  2.54076  -0.17932  -0.17
C  -2.46460  3.84971  -0.02621  -0.10
C  -1.10452  4.09974  -0.04511  -0.24
C  -0.23241  3.03953  -0.22628  0.07
N  -0.65553  1.79084  -0.41456  -0.48
C  -1.96629  1.54632  -0.39150  0.06
H  -5.71012  0.82237  0.41198  0.41
H  -4.08270  0.48946  0.88120  0.40
H  -3.18814  4.64517  0.09652  0.25
H  -0.72190  5.10161  0.08738  0.24
H  0.84089  3.19227  -0.22895  0.22
H  -2.26758  0.52169  -0.57847  0.22

frontier orbital gap (alpha / beta)	7.9 / 5.7	eV
DFT total energy	-2835.23477	Ha
total charge	+1
2S+1	5
HOMO level (alpha / beta)	-10.09 / -10.38	eV
<S²>	6.032

Q: Among the records above, which one has the highest 2S+1?
A: C45H38N5ORhSSb

Q: Look up the DFT total energy of the second one.
A: -953.90056 Ha

Q: What is the 2S+1 in the second record?
A: 1